No. 1
12 unconnected molecules or ions with the total composition C54H87F27O27 in a non-equilibrium geometry, computed with ωB97M-V with the def2-TZVPD basis set.

Last column: Mulliken charge in e.
Element x y z (Å)
F (12.8030, 6.6793, 0.0056)  -0.21
F (-8.7869, -4.6616, -0.2005)  -0.24
F (6.7898, -4.5963, 3.0168)  -0.24
F (0.7460, 1.3938, 1.3512)  -0.23
F (-0.4661, 2.2713, -0.2373)  -0.24
F (4.6385, -1.2897, 9.5855)  -0.23
F (5.7284, -5.9902, 1.7887)  -0.24
F (4.1911, -2.4871, -7.9874)  -0.22
F (4.6965, -4.8561, 3.3111)  -0.23
F (7.7781, 7.7753, -0.0158)  -0.23
F (6.2777, -1.7917, -8.0161)  -0.26
F (5.9745, -2.4757, 8.3190)  -0.22
F (-4.3112, -11.3116, -0.6913)  -0.23
F (1.6751, 2.5741, -0.2266)  -0.23
F (3.7025, -2.4269, 7.9806)  -0.23
F (2.9701, 4.1561, -7.4336)  -0.23
F (1.9534, 5.5673, -6.1293)  -0.24
F (-9.2585, -2.7035, 0.2787)  -0.26
F (7.5298, 9.9425, 0.2935)  -0.23
F (-5.0334, -9.2415, -0.1758)  -0.23
F (14.7068, 5.5229, -0.2126)  -0.23
F (13.1458, 5.5992, -1.8849)  -0.23
F (-3.5858, -10.2597, 1.0527)  -0.23
F (5.7538, -3.6709, -9.0599)  -0.23
F (-10.6873, -4.2203, 0.7664)  -0.24
F (5.8164, 8.5896, 0.0314)  -0.24
F (3.6933, 6.1802, -7.2794)  -0.26
O (1.8079, 0.1652, -1.4906)  -0.54
O (-2.0973, 9.2819, 1.0365)  -0.26
O (-5.1699, -1.1270, 14.4103)  -0.28
O (7.3098, -6.6648, 4.6556)  -0.21
O (3.6002, -4.3380, 9.8243)  -0.26
O (5.9347, -1.5528, -10.9054)  -0.51
O (-6.6292, -2.6443, -12.4653)  -0.33
O (2.2453, 5.5443, -9.6143)  -0.49
O (3.8216, -0.9963, -10.0768)  -0.28
O (-3.1755, -1.9566, 9.4524)  -0.26
O (5.6102, -3.5365, 10.8714)  -0.53
O (-3.1751, -0.6907, 12.2188)  -0.36
O (-0.6835, 8.0687, 3.3573)  -0.28
O (-9.4583, -4.6156, 3.0141)  -0.29
O (-0.3191, -0.4021, -0.7946)  -0.30
O (-7.5020, -3.8427, 2.1595)  -0.52
O (-6.3177, -12.2429, 0.7254)  -0.29
O (6.3294, 9.5580, 2.6548)  -0.52
O (-6.1256, -10.5287, 2.2420)  -0.48
O (13.0685, 3.9352, 1.1582)  -0.54
O (11.6014, 3.9260, -0.5782)  -0.24
O (7.5633, 7.5769, 2.6518)  -0.24
O (0.5478, 6.3206, -8.3242)  -0.25
O (-3.8669, 7.6337, -1.0990)  -0.33
O (-5.6262, 1.6531, -15.1165)  -0.29
O (-4.6248, -0.2883, -13.0790)  -0.34
O (5.2963, -7.5907, 4.0427)  -0.51
C (-5.4466, -1.4269, 15.7314)  -0.79
C (-2.9884, -0.0672, 10.9462)  -0.67
C (-0.3508, -1.5943, -1.6239)  -0.20
C (6.9321, 8.6643, 2.0720)  0.33
C (-0.9030, 7.8092, 4.7531)  -0.78
C (-8.6747, -4.0817, 2.0324)  0.40
C (-5.4977, -0.4959, -14.1481)  -0.36
C (-5.3470, -2.3425, -11.8626)  -0.62
C (-0.8269, 9.6825, 1.5560)  -0.54
C (-8.9362, -4.8564, 4.3468)  -0.20
C (-2.4149, -0.7631, 9.7531)  -0.39
C (-4.1946, -1.6675, 12.2784)  -0.33
C (-3.0260, 6.9265, -1.9457)  -0.70
C (7.0280, 8.7484, 0.5352)  0.85
C (3.4435, -5.4205, 10.7662)  -0.15
C (-9.2961, -3.7322, 5.3159)  -1.12
C (10.7804, 2.8390, -0.0661)  -0.19
C (1.7406, 5.7681, -8.5595)  0.33
C (-7.3294, -12.8286, 1.4823)  -0.22
C (7.6314, 7.4940, 4.1100)  -0.18
C (-1.0722, 5.6532, -9.9617)  -1.13
C (-4.6589, -10.4413, 0.3034)  0.80
C (5.2908, -2.4194, -8.7636)  0.85
C (3.1374, -1.7218, -12.1841)  -1.03
C (-2.6887, -2.7251, 8.4046)  -0.81
C (-4.9759, -0.8330, -11.8544)  -0.49
C (2.7104, -4.9194, 12.0110)  -1.12
C (10.1971, 2.2358, -1.3170)  -1.16
C (-4.5253, -2.1256, 13.7401)  -0.62
C (4.7290, -3.5023, 9.9539)  0.28
C (4.7544, -2.3951, 8.8910)  0.87
C (6.0905, -6.6432, 3.9927)  0.33
C (-0.2726, 6.7838, -9.3596)  -0.18
C (-5.7743, -11.0016, 1.1874)  0.36
C (12.6571, 4.3694, 0.0920)  0.34
C (13.3682, 5.6106, -0.5419)  0.87
C (-5.3307, 2.6277, -16.1432)  -0.76
C (-2.2613, 9.5012, -0.4029)  -0.42
C (6.2852, 6.9393, 4.6853)  -1.10
C (-9.4006, -3.9339, 0.7010)  0.87
C (-8.7130, -12.1704, 1.1601)  -1.05
C (7.5898, -7.6739, 5.5395)  -0.24
C (0.6813, 1.7144, 0.0853)  0.87
C (5.1178, -1.5241, -9.9685)  0.31
C (-3.5454, 9.0574, -1.0691)  -0.66
C (8.8425, -7.2165, 6.3472)  -1.11
C (0.8024, 0.3851, -0.7895)  0.43
C (2.5802, 5.4041, -7.3010)  0.86
C (-1.5594, -1.5580, -2.6256)  -1.15
C (-0.7380, 9.4824, 3.1099)  -0.56
C (-5.0815, 0.3882, -15.3430)  -0.65
C (-7.6814, -2.5269, -11.5252)  -0.77
C (5.8129, -5.5149, 3.0482)  0.85
C (3.4701, -0.4615, -11.3106)  -0.19
H (9.1742, -8.0397, 6.9800)  0.38
H (-5.1072, -1.3089, 11.8021)  0.31
H (-4.3429, 9.5748, -0.5358)  0.33
H (-1.4036, 9.0630, -0.9132)  0.33
H (-1.9273, 7.9829, 5.0830)  0.28
H (-1.0377, 7.4377, -8.9412)  0.26
H (6.3034, 6.6711, 5.7416)  0.37
H (-3.2235, 7.1177, -3.0005)  0.29
H (-1.6146, -2.4408, -3.2627)  0.36
H (-2.2484, 0.6808, 11.2309)  0.28
H (-0.3405, -2.5579, -1.1147)  0.34
H (4.4270, -5.8545, 10.9464)  0.31
H (-7.4021, -13.9085, 1.3539)  0.33
H (7.8400, 8.4826, 4.5188)  0.29
H (5.9948, 6.0299, 4.1592)  0.31
H (1.6930, -4.5466, 11.8926)  0.31
H (-9.6395, -12.5392, 1.6002)  0.36
H (-5.5094, -1.5426, -14.4517)  0.33
H (-5.3313, -2.5863, -10.8003)  0.44
H (-7.8694, -5.0729, 4.4026)  0.33
H (-1.6171, -0.6566, -3.2357)  0.32
H (3.7937, -2.5785, -12.0310)  0.30
H (-4.1421, -0.7590, -11.1562)  0.36
H (-1.7918, 5.9010, -10.7420)  0.38
H (-1.9637, 6.9490, -1.7026)  0.28
H (2.8592, -6.1893, 10.2607)  0.27
H (-2.4946, -1.5338, -2.0664)  0.30
H (-3.9927, 0.4340, -15.3661)  0.32
H (-4.2430, 2.6604, -16.2072)  0.31
H (-5.7596, -0.2347, -11.3899)  0.34
H (11.4824, 2.1095, 0.3378)  0.28
H (4.1566, 0.1879, -11.8539)  0.31
H (-3.5769, -2.1582, 14.2763)  0.32
H (-1.3773, -0.9843, 10.0034)  0.33
H (3.1806, -1.4696, -13.2437)  0.33
H (-5.3968, 0.0148, -16.3173)  0.41
H (-0.6718, 10.7249, 1.2778)  0.38
H (9.5235, 1.4178, -1.0617)  0.39
H (9.7068, -6.9999, 5.7194)  0.31
H (-4.6094, -2.9447, -12.3928)  0.35
H (-8.6462, -2.5706, -12.0306)  0.27
H (-3.8416, -2.5502, 11.7453)  0.28
H (0.1070, 9.9423, 3.6223)  0.43
H (-3.2732, 5.8791, -1.7734)  0.25
H (-1.6339, 5.1700, -9.1623)  0.30
H (-9.0874, -4.0880, 6.3249)  0.37
H (2.1745, -2.1662, -11.9320)  0.32
H (-4.5077, -1.5101, 16.2788)  0.33
H (-1.6356, 9.9513, 3.5130)  0.33
H (-3.6970, 9.5387, -2.0353)  0.43
H (-4.9424, -3.1323, 13.7664)  0.39
H (-7.6627, -1.6194, -10.9217)  0.31
H (-1.6857, -3.1438, 8.4858)  0.31
H (-2.2124, 10.5837, -0.5203)  0.30
H (10.0974, 3.0808, 0.7482)  0.32
H (6.7154, -7.9870, 6.1100)  0.37
H (-2.3824, -0.0348, 8.9428)  0.39
H (5.4610, 7.6473, 4.5994)  0.31
H (-6.4978, -0.2840, -13.7699)  0.30
H (-10.3401, -3.4280, 5.2414)  0.32
H (-3.4050, -3.4850, 8.0924)  0.27
H (7.9241, -8.4883, 4.8967)  0.26
H (-5.5354, 3.6740, -15.9165)  0.27
H (8.5370, -6.3504, 6.9343)  0.29
H (-0.0461, 9.0255, 1.1728)  0.29
H (3.2103, -4.1497, 12.5991)  0.32
H (-7.0728, -12.7413, 2.5381)  0.30
H (2.5647, -5.6785, 12.7795)  0.37
H (-8.5734, -11.0918, 1.2334)  0.28
H (10.8804, 1.9085, -2.1006)  0.31
H (-8.8485, -12.3259, 0.0898)  0.30
H (-6.0105, -2.3438, 15.9031)  0.30
H (0.2006, 7.4385, -10.0914)  0.33
H (-8.6386, -2.8641, 5.2682)  0.31
H (-3.9733, 0.3728, 10.7897)  0.41
H (-9.5370, -5.7318, 4.5936)  0.27
H (-5.7637, 2.3237, -17.0962)  0.28
H (-5.9996, -0.6793, 16.2999)  0.27
H (-0.2145, 8.4030, 5.3544)  0.32
H (-2.6835, -2.1228, 7.4961)  0.32
H (8.4201, 6.7843, 4.3596)  0.29
H (2.5269, 0.0816, -11.2510)  0.29
H (-0.4876, 6.8204, 4.9476)  0.27
H (-7.6314, -3.2649, -10.7246)  0.33
H (9.5729, 2.9709, -1.8251)  0.31
H (0.4900, -1.6110, -2.3174)  0.28
H (-0.4844, 4.8991, -10.4851)  0.31

Output
- SMILES = CCOC(=O)C(F)(F)F.CCOC(=O)C(F)(F)F.CCOC(=O)C(F)(F)F.CCOC(=O)C(F)(F)F.CCOC(=O)C(F)(F)F.CCOC(=O)C(F)(F)F.CCOC(=O)C(F)(F)F.CCOC(=O)C(F)(F)F.CCOC(=O)C(F)(F)F.COCCOCCOC.COCCOCCOC.COCCOCCOC
- multiplicity = 1
- HOMO level (eV) = -9.4
- DFT total energy (Eh) = -6837.36376
- LUMO level (eV) = 0.256
- F_max (hartree/bohr) = 0.114
- energy above the lowest of the compared OMol25 structures with the same formula, charge and spin (kcal per mole) = 83.0
- HOMO-LUMO gap (eV) = 9.610


No. 2
13 unconnected molecules or ions with the total composition C54H92F4O21S6 in a non-equilibrium geometry, computed with ωB97M-V with the def2-TZVPD basis set.

Last column: Mulliken charge in e.
Element x y z (Å)
S (-1.8399, 5.3496, 0.1021)  0.99
S (5.7935, 0.1634, -1.8986)  1.01
S (2.9849, -6.6683, 5.1403)  1.18
S (-1.1022, 1.5223, -6.2778)  1.03
S (4.5179, -6.6964, -0.5926)  1.14
S (0.4525, 0.3060, -0.3748)  0.69
F (-0.4708, -2.5163, 6.0739)  -0.37
F (-4.5592, 1.0371, -0.2552)  -0.24
F (3.9734, 3.0019, 4.8461)  -0.30
F (-2.7828, 3.7809, 4.7547)  -0.31
O (-2.4504, 6.9111, 0.2624)  -0.37
O (3.3226, -5.7683, 0.1839)  -0.37
O (4.1041, -6.9120, -1.9767)  -0.59
O (-7.2861, -3.4247, 2.5240)  -0.48
O (6.5628, 1.1460, -1.1095)  -0.61
O (1.1992, 1.2420, 0.4579)  -0.40
O (-0.5346, 1.1713, -4.9281)  -0.30
O (5.6445, -1.1961, -1.4958)  -0.43
O (3.8836, -5.6815, 4.6378)  -0.57
O (-0.4670, 1.1802, -7.5695)  -0.67
O (6.1837, 0.2872, -3.5770)  -0.35
O (1.4122, -6.2127, 4.7801)  -0.34
O (0.9145, 4.6152, -4.8501)  -0.36
O (-1.0224, -3.4724, -4.4619)  -0.44
O (4.8274, -7.8313, 0.2555)  -0.60
O (-0.4731, -0.7433, 0.4508)  -0.02
O (-2.5547, 0.7418, -6.2642)  -0.27
O (-2.8332, 4.5097, -0.5636)  -0.60
O (-0.5383, 5.5020, -0.5630)  -0.44
O (1.1293, -0.3885, -1.4561)  -0.23
O (2.9020, -7.0606, 6.5339)  -0.60
C (-5.6462, -3.5379, 0.8641)  -0.15
C (0.3853, -0.7610, 7.4235)  -0.27
C (2.3491, 4.0502, -3.1667)  0.44
C (-1.4684, 7.9047, 0.4555)  0.40
C (3.4136, 6.3689, 3.3575)  -0.53
C (2.6215, -4.7561, -0.5657)  -0.64
C (3.9245, 5.2885, 4.1786)  -0.45
C (1.8246, 0.9778, 6.5115)  -0.22
C (-2.4977, 1.4472, 5.0376)  0.13
C (1.1541, 0.3845, 7.5826)  -0.59
C (-0.8594, -0.3451, 1.7459)  -0.42
C (-2.5906, -0.4929, -6.9787)  -0.12
C (2.6198, 6.0287, 2.2868)  -0.69
C (1.0129, -2.6130, -3.7430)  0.55
C (-1.5997, 3.2585, -6.3173)  -0.72
C (0.9683, -6.2310, 3.4054)  -0.05
C (-0.3942, -2.2390, -4.1497)  0.26
C (-7.0260, 0.0077, -2.7698)  -0.41
C (-4.2795, 0.0860, 5.9745)  -0.96
C (-4.6100, 2.4219, 5.5282)  -0.46
C (2.2326, 5.2584, -5.1645)  -0.55
C (6.4608, 1.5257, -4.1702)  0.03
C (0.9307, 4.5474, -3.4069)  -0.41
C (1.8559, 0.3352, 5.2830)  -0.53
C (-0.0646, -4.4418, -4.9659)  -0.46
C (2.6645, -3.4032, 0.1854)  0.33
C (1.3266, -3.8483, -4.6867)  -0.54
C (-7.0079, -3.0594, 1.1775)  -0.42
C (-0.8630, 1.3144, -1.2220)  -0.16
C (3.2341, 4.9407, -3.9651)  -0.80
C (-3.3075, 2.5795, 5.0415)  0.19
C (2.7587, 3.6287, 2.8893)  -0.05
C (-5.0510, -1.3658, -2.8814)  -0.67
C (1.0974, -0.8580, 5.0707)  -0.15
C (-1.4551, -1.4455, 2.5167)  0.20
C (3.5861, 3.9547, 3.9900)  0.25
C (-3.5413, -1.3980, -6.2878)  -1.17
C (-6.3768, -1.0929, -3.2434)  -0.71
C (-5.0846, 1.2122, 5.9721)  -0.57
C (-6.4038, 0.7831, -1.7673)  -0.65
C (-1.9303, 9.0060, 1.3192)  -1.32
C (-4.9427, -3.2148, 2.1602)  0.00
C (2.2933, 4.6368, 2.0633)  -0.55
C (7.8030, 1.4216, -4.9184)  -1.39
C (3.1463, -8.2608, 4.1565)  -0.81
C (0.3226, -1.3993, 6.1894)  -0.06
C (0.6111, -4.8036, 2.9608)  -1.09
C (-4.4734, -0.7318, -1.8362)  -0.31
C (-5.1706, 0.3751, -1.2592)  0.47
C (5.8436, -5.4462, -0.5488)  -0.82
C (-1.6502, 4.8812, 1.8355)  -0.83
C (-6.0364, -3.4744, 3.2768)  -0.38
C (4.0354, 0.8938, -2.0392)  -0.80
C (-2.9699, 0.2113, 5.5177)  -0.19
H (-0.0956, 0.1509, 2.3448)  0.42
H (3.3336, 0.5141, -1.2966)  0.16
H (2.3776, -8.9307, 4.5416)  0.30
H (-0.6861, 7.4812, 1.0854)  -0.08
H (6.7211, -5.9407, -0.9656)  0.43
H (-2.4605, 9.8559, 0.8898)  0.33
H (-0.9152, -1.6153, -3.4234)  0.03
H (-7.9994, 0.1654, -3.2103)  0.43
H (6.5033, 2.2688, -3.3738)  0.37
H (-0.2622, -1.1827, 8.1780)  0.44
H (-2.8671, -0.4403, -8.0317)  0.28
H (0.1532, -6.9213, 3.1884)  0.28
H (-2.0342, 3.5945, -7.2587)  0.38
H (-3.4956, -0.8924, -1.4066)  0.55
H (2.5923, 4.0649, -2.1043)  0.40
H (2.4921, 4.7702, -6.1039)  0.41
H (-6.8694, 1.6542, -1.3306)  0.44
H (3.6001, 0.5598, -2.9810)  0.35
H (-0.3031, -4.5596, 3.5019)  0.41
H (-7.0510, -1.9703, 1.1647)  0.21
H (1.7894, -6.3864, 2.7056)  -0.04
H (3.5255, 5.7388, -3.2823)  0.36
H (4.0632, 1.9786, -1.9361)  0.37
H (-2.2232, 3.4313, -5.4401)  0.30
H (-0.4429, -1.6368, -5.0570)  -0.31
H (1.7272, -1.8107, -3.9280)  0.22
H (-0.3012, -4.5012, -6.0283)  0.24
H (-2.6545, 4.9437, 2.2545)  0.42
H (4.5961, 5.4837, 5.0015)  0.40
H (2.4595, 2.6543, 2.5324)  0.38
H (2.3470, 3.0798, -3.6632)  -0.15
H (-1.0795, 5.6792, 2.3105)  0.36
H (1.2517, -4.0005, 3.3253)  0.21
H (-1.1800, 2.1944, -0.6624)  0.13
H (2.1130, -3.4140, 1.1256)  -0.30
H (-6.0798, 1.2282, 6.3915)  0.37
H (-5.2665, -3.0709, -0.0447)  -0.08
H (7.9799, 2.2245, -5.6340)  0.37
H (-1.7269, 0.7028, -1.4822)  -0.20
H (2.2051, 6.8695, 1.7505)  0.41
H (-6.8546, -1.7113, -3.9888)  0.44
H (3.2303, -4.5687, -1.4502)  0.59
H (4.1558, -8.6498, 4.2899)  0.37
H (7.9726, 0.4681, -5.4185)  0.33
H (1.1130, -3.0176, -2.7359)  -0.44
H (-5.5551, -4.5290, 0.4195)  0.27
H (0.3157, -4.6922, 1.9175)  0.43
H (2.1943, 6.3477, -5.1745)  0.26
H (-2.6616, 8.5523, 1.9881)  0.33
H (-1.4823, 1.3635, 4.6794)  0.52
H (1.5870, 4.5103, 1.2562)  0.73
H (2.2102, 1.9717, 6.6845)  0.41
H (-4.6183, -2.1875, 2.3261)  -0.06
H (-0.8004, -2.2658, 2.8110)  -0.43
H (5.6656, 1.8041, -4.8617)  0.21
H (-1.5566, 0.4840, 1.6244)  0.27
H (-2.2534, -1.9601, 1.9818)  0.22
H (-1.1019, 9.3516, 1.9376)  0.34
H (-1.7900, -0.9705, 3.4388)  -0.14
H (-1.3666, 3.8323, 1.9217)  0.21
H (4.1302, 4.4130, -4.2914)  0.12
H (1.8352, -4.6688, -4.1804)  0.20
H (-2.3520, -0.6733, 5.5648)  0.40
H (0.6260, 5.5089, -2.9936)  0.17
H (1.8409, -3.6989, -5.6360)  0.32
H (-3.4799, -1.2259, -5.2133)  0.17
H (1.1676, 0.8571, 8.5536)  0.36
H (-0.2444, -5.3843, -4.4487)  0.27
H (-5.1144, 3.3768, 5.5193)  0.42
H (-0.2987, 1.6669, -2.0854)  0.08
H (3.0821, -8.0167, 3.0961)  0.24
H (-7.8525, -3.3266, 0.5424)  0.37
H (6.0394, -5.1526, 0.4825)  0.29
H (2.4392, 0.8525, 4.5356)  0.46
H (-4.5945, -2.1922, -3.4057)  0.63
H (1.0877, -1.4558, 4.1713)  0.52
H (-4.5864, -0.8742, 6.3620)  0.50
H (1.6851, -5.1669, -0.9433)  0.27
H (-4.5372, -1.3333, -6.7263)  0.40
H (5.5893, -4.6794, -1.2806)  0.25
H (-5.9023, -4.4264, 3.7903)  0.26
H (-1.6656, -1.0685, -6.9457)  0.22
H (-6.1881, -2.6449, 3.9675)  0.20
H (-0.6755, 3.8209, -6.1843)  0.15
H (2.2120, -2.6554, -0.4659)  -0.21
H (3.6639, -3.0737, 0.4695)  0.32
H (-4.1033, -3.8880, 2.3341)  0.28
H (-3.3541, -2.4611, -6.4392)  0.39
H (8.6113, 1.4432, -4.1874)  0.31
H (3.6341, 7.4118, 3.5309)  0.40
H (0.1637, 3.9300, -2.9395)  0.06
H (-1.1677, 8.2325, -0.5395)  0.30

Output
- multiplicity = 1
- HOMO level (eV) = -9.3
- DFT total energy (Eh) = -6481.06820
- LUMO level (eV) = 0.212
- F_max (hartree/bohr) = 0.093
- HOMO-LUMO gap (eV) = 9.485


Question: Which of these has the lowest DFT total energy?
Answer: C54H87F27O27